Density functional theory data (wB97M-V/def2-TZVPD) for a molecular structure, C31H36N2PPbS4.

The geometry in XYZ format:
```
75
Properties=species:S:1:pos:R:3:forces:R:3
Pb 1.6827 0.1359 0.7578 -0.4 -0.8 -0.2
C 1.7983 3.7999 0.8542 0.0 -0.1 -0.3
C 0.5063 3.7148 1.6525 0.0 -0.3 0.1
S 0.2247 2.1660 2.5829 0.3 0.4 0.3
C 1.4739 2.3738 3.9235 -0.2 0.1 -0.2
C 1.9811 1.1034 4.5887 0.2 -0.2 -0.2
S 2.9730 -0.0783 3.6076 0.2 0.3 0.1
C 4.4775 0.9050 3.2617 -0.3 -0.1 0.1
C 5.2703 0.3366 2.0971 -0.2 0.0 -0.2
S 4.4882 0.4150 0.4372 0.2 0.4 0.2
C 4.6329 2.2115 0.0937 0.1 -0.3 0.0
C 3.6582 2.6879 -0.9658 -0.3 -0.1 0.0
S 1.8824 2.5941 -0.5300 0.1 0.3 0.2
H 2.6761 3.6687 1.4843 0.0 0.0 0.0
H 1.8511 4.7853 0.3891 0.1 0.0 0.0
H -0.3592 3.8094 0.9954 0.0 0.1 0.0
H 0.4755 4.5339 2.3707 0.0 0.1 -0.1
H 0.9845 2.9771 4.6888 0.1 0.1 0.0
H 2.2911 2.9596 3.5047 0.1 0.0 0.1
H 1.1617 0.4965 4.9742 0.0 0.0 0.1
H 2.5995 1.3958 5.4381 -0.1 0.0 0.1
H 5.1033 0.8665 4.1540 0.1 0.1 0.0
H 4.1904 1.9433 3.0930 0.1 0.0 0.0
H 5.4926 -0.7197 2.2496 0.0 0.0 0.0
H 6.2181 0.8650 1.9929 0.0 -0.1 0.0
H 5.6477 2.3704 -0.2731 0.0 0.1 0.0
H 4.5253 2.7513 1.0325 0.0 0.0 0.0
H 3.7428 2.0949 -1.8776 0.0 0.1 0.0
H 3.8567 3.7294 -1.2180 0.1 0.0 -0.1
C -2.0664 -4.9744 1.5499 0.1 0.0 -0.1
C -3.1239 -4.0949 1.3357 -0.1 0.0 0.0
C -2.9702 -3.0161 0.4862 0.0 0.0 0.0
C -1.7393 -2.8090 -0.1528 0.0 0.1 -0.3
C -0.6796 -3.6951 0.0605 0.0 0.1 0.0
C -0.8484 -4.7719 0.9167 0.0 -0.1 0.0
P -1.5004 -1.4974 -1.3437 -0.2 0.0 0.1
C -2.7361 -1.4325 -2.6468 0.4 0.0 0.2
C -3.9656 -2.0772 -2.5282 -0.1 -0.1 0.1
C -4.9142 -1.9193 -3.5274 -0.1 -0.1 0.0
C -4.6430 -1.1295 -4.6348 0.1 0.0 0.0
C -3.4009 -0.5176 -4.7732 0.0 0.0 0.0
C -2.4423 -0.6744 -3.7898 0.0 0.0 0.0
C 0.1542 -1.5458 -2.0130 -0.4 0.0 0.0
C 0.1947 -2.3541 -3.1656 0.1 0.1 0.1
C 1.4115 -2.6963 -3.7220 0.0 0.0 0.0
C 2.5715 -2.2266 -3.1251 0.0 0.0 0.0
C 2.5030 -1.4307 -1.9879 0.0 0.1 0.2
C 1.3027 -1.0585 -1.3638 0.1 0.1 -0.3
H -2.2011 -5.8247 2.2049 0.0 0.0 0.0
H -4.0739 -4.2599 1.8262 0.0 0.0 0.0
H -3.8006 -2.3393 0.3218 0.0 0.0 0.1
H 0.2623 -3.5524 -0.4528 0.0 0.0 0.0
H -0.0323 -5.4637 1.0748 0.0 0.0 0.0
H -4.1764 -2.7249 -1.6874 0.0 0.1 -0.1
H -5.8655 -2.4282 -3.4489 0.0 0.0 0.0
H -5.3886 -1.0082 -5.4092 0.0 0.0 0.0
H -3.1739 0.0664 -5.6550 0.0 0.0 0.0
H -1.4530 -0.2529 -3.9285 -0.1 0.1 0.0
H -0.7179 -2.7217 -3.6166 0.0 0.0 0.0
H 1.4511 -3.3182 -4.6056 0.0 0.0 0.0
H 3.5372 -2.4831 -3.5423 0.0 0.0 0.0
H 3.4455 -1.1025 -1.5639 0.0 0.0 0.0
N -3.9072 3.0301 1.4870 0.1 0.1 0.0
C -3.1603 2.1027 0.9164 0.1 -0.2 -0.1
C -2.7550 2.2031 -0.4446 0.0 0.1 0.1
C -2.1332 1.1646 -1.0517 0.0 -0.1 0.0
N -1.8396 -0.0011 -0.3944 0.2 -0.1 -0.1
C -2.0733 -0.0441 0.9513 0.0 0.0 0.1
C -2.6954 0.9590 1.6198 -0.1 0.0 0.0
H -4.2528 3.8167 0.9596 0.0 0.0 0.0
H -4.2048 2.9547 2.4474 0.0 0.0 0.0
H -2.9650 3.1010 -1.0108 0.0 0.0 -0.1
H -1.8508 1.2205 -2.0900 0.0 -0.1 -0.1
H -1.7405 -0.9294 1.4717 -0.1 -0.1 0.0
H -2.8493 0.8640 2.6862 0.0 0.0 0.0
```
Forces are in eV/Å.

## Properties
Charge: +3
HOMO energy: -15.10 eV
E_LUMO: -8.211 eV
Energy above the lowest of the compared OMol25 structures with the same formula, charge and spin: 0.0 kcal per mole

Mulliken population analysis, charges in e, atoms 1 to 2: 0.92, -0.67

---

Density functional theory data (wB97M-V/def2-TZVPD) for a molecular structure, C31H37AsF6InN7O6S5.

The geometry in XYZ format:
```
94
Properties=species:S:1:pos:R:3:forces:R:3
In -0.4055 0.9230 -0.5459 -0.2 -0.1 0.2
C -4.2637 1.2707 -3.2765 0.0 0.0 -0.1
C -2.9295 0.9487 -2.6783 0.0 -0.1 -0.1
N -2.1570 1.8171 -2.1641 0.0 0.0 0.2
N -2.5202 3.1202 -2.1739 0.0 -0.1 0.0
C -1.7259 4.0540 -1.5955 -0.1 0.1 -0.1
N -2.1097 5.3233 -1.7705 0.0 0.0 0.0
S -0.4041 3.6581 -0.6587 0.1 -0.1 0.1
C -2.3745 -0.4296 -2.6913 0.1 0.0 0.0
C -2.9244 -1.4112 -3.4965 0.0 0.0 0.0
C -2.3215 -2.6595 -3.5631 0.0 0.0 0.0
C -1.1830 -2.8860 -2.8173 0.0 0.0 0.0
C -0.6933 -1.8620 -2.0250 0.0 0.1 0.0
N -1.2711 -0.6597 -1.9566 0.0 -0.1 0.0
H -4.8292 1.9286 -2.6116 0.0 0.0 0.0
H -4.1553 1.7719 -4.2433 0.0 0.0 0.0
H -4.8699 0.3845 -3.4302 0.0 0.0 0.0
H -3.3410 3.4019 -2.6917 0.0 0.0 0.0
H -2.8009 5.5878 -2.4546 0.0 0.0 0.0
H -1.5315 6.0533 -1.3898 0.0 0.0 0.0
H -3.7991 -1.2012 -4.0928 0.0 0.0 0.0
H -2.7319 -3.4315 -4.2002 0.0 0.0 0.0
H -0.6662 -3.8353 -2.8417 0.0 0.0 0.0
H 0.1844 -1.9993 -1.4151 0.0 0.0 0.0
F 1.5776 -0.0071 -6.0398 0.0 0.0 0.0
C 0.7054 0.4551 -5.1702 -0.1 0.0 0.1
F -0.0188 1.4245 -5.7196 0.0 0.0 0.0
F -0.1173 -0.5311 -4.7984 0.0 0.0 0.0
S 1.5728 1.1756 -3.7137 0.1 -0.2 -0.1
O 0.5200 1.6094 -2.7967 -0.1 0.0 0.1
O 2.4309 2.1772 -4.2416 0.0 0.1 0.0
N 2.2750 -0.1285 -3.1455 0.0 0.1 -0.3
S 2.6800 -0.0363 -1.6467 0.3 0.1 0.1
O 1.5803 -0.4119 -0.7523 -0.2 0.2 0.1
O 3.3862 1.1549 -1.2695 0.0 0.1 0.1
C 3.9004 -1.4040 -1.5005 -0.2 -0.1 0.0
F 3.3315 -2.5725 -1.7732 0.0 0.0 0.0
F 4.3381 -1.4097 -0.2442 0.0 0.0 0.0
F 4.9046 -1.1882 -2.3223 0.1 0.0 -0.1
C -2.2229 1.2026 3.5282 0.0 0.0 0.0
As -3.2030 1.2686 1.8860 0.0 0.0 0.1
C -4.2509 2.8706 1.8840 0.0 0.0 0.0
C -4.3943 -0.2307 1.8421 0.0 0.0 0.0
O -2.2457 1.3010 0.5188 -0.1 0.0 -0.1
H -2.9364 1.1676 4.3511 0.0 0.0 0.0
H -1.5938 2.0853 3.6174 0.0 0.0 0.0
H -1.6007 0.3088 3.5363 0.0 0.1 0.0
H -4.8256 2.9437 2.8061 0.0 0.0 0.0
H -4.9287 2.8566 1.0334 0.0 0.0 0.0
H -3.5748 3.7197 1.8044 0.0 0.0 0.0
H -5.1634 -0.1042 2.6033 0.0 0.0 0.0
H -3.8467 -1.1524 2.0258 0.1 0.0 0.0
H -4.8562 -0.2789 0.8584 0.0 0.0 0.0
O -0.7088 -1.1101 0.6518 0.0 0.0 0.0
S -0.3779 -1.4857 2.0846 0.1 -0.2 0.0
C -1.4412 -2.8879 2.4031 -0.1 0.0 0.0
C -1.4623 -3.4111 3.6894 0.0 0.0 0.0
C -2.3036 -4.4769 3.9693 0.0 0.0 0.0
C -3.1189 -4.9990 2.9723 0.0 0.0 0.0
C -3.0924 -4.4603 1.6929 0.0 0.0 0.0
C -2.2515 -3.3947 1.4000 0.0 0.0 0.0
C 1.1903 -2.3112 2.0932 0.1 0.0 0.0
C 1.4980 -3.2708 1.1343 -0.1 0.0 0.0
C 2.7056 -3.9363 1.2207 0.0 0.0 0.0
C 3.5807 -3.6565 2.2693 0.0 0.0 0.0
C 3.2610 -2.6998 3.2185 0.0 0.0 0.0
C 2.0621 -2.0016 3.1231 0.0 0.0 0.0
H -0.8223 -3.0025 4.4645 0.0 0.0 0.0
H -2.3226 -4.9005 4.9650 0.0 0.0 0.0
H -3.7784 -5.8273 3.1969 0.0 0.0 0.0
H -3.7290 -4.8715 0.9201 0.0 0.0 0.0
H -2.2205 -2.9531 0.4114 0.0 0.0 0.0
H 0.7872 -3.4984 0.3469 0.0 0.0 0.0
H 2.9640 -4.6886 0.4866 0.0 0.0 0.0
H 4.5163 -4.1967 2.3437 0.0 0.0 0.0
H 3.9400 -2.4934 4.0367 0.0 0.0 0.0
H 1.8089 -1.2277 3.8382 0.0 0.0 0.0
C 4.1850 4.7628 -0.2640 0.0 0.0 0.0
C 4.0057 3.5177 0.5298 0.0 0.0 0.0
C 5.0117 2.6810 0.9288 0.0 0.0 0.0
C 4.6743 1.4870 1.5710 -0.1 -0.1 0.0
N 3.4007 1.1306 1.7902 0.0 0.0 0.1
C 2.4409 1.9485 1.4104 0.1 0.0 -0.1
S 0.7586 1.5990 1.6754 0.1 0.0 0.1
N 2.7443 3.1396 0.8318 0.0 -0.1 -0.1
C 5.7408 0.5427 2.0126 0.0 0.0 0.0
H 5.1914 5.1555 -0.1473 0.0 0.0 0.0
H 3.4674 5.5312 0.0249 0.0 0.0 0.0
H 4.0270 4.5197 -1.3186 0.0 0.0 0.0
H 6.0419 2.9342 0.7231 0.0 0.0 0.0
H 1.9706 3.7366 0.5653 0.0 0.0 0.0
H 6.3800 0.2787 1.1674 0.0 0.0 0.0
H 5.2991 -0.3572 2.4289 0.0 0.0 0.0
H 6.3764 1.0206 2.7609 0.0 0.0 0.0
```
Forces are in eV/Å.

## Properties
Charge: +2
HOMO energy: -13.41 eV
E_LUMO: -5.299 eV
Energy above the lowest of the compared OMol25 structures with the same formula, charge and spin: 5.3 kcal per mole

Mulliken population analysis, charges in e, atoms 1 to 2: 2.32, -2.25

---

Density functional theory data (wB97M-V/def2-TZVPD) for a molecular structure, C31H37BaBrN3O2 in a non-equilibrium geometry.

The geometry in XYZ format:
```
75
Properties=species:S:1:pos:R:3:forces:R:3
Ba -0.6668 2.3232 -2.3413 -0.4 -0.1 -0.6
C 2.2812 5.2389 4.1369 0.0 0.0 0.0
C 2.3187 4.7202 2.7024 0.0 0.1 0.0
C 3.1641 5.6471 1.8219 0.0 0.0 0.0
C 2.8207 3.2960 2.5806 0.0 -0.1 -0.1
C 3.5823 2.7076 3.5797 0.0 0.0 0.0
C 4.0726 1.4175 3.4387 0.1 0.0 0.1
C 3.7868 0.6988 2.2936 0.0 -0.1 0.0
C 3.0106 1.2424 1.2761 0.0 0.1 0.0
C 2.6886 0.4398 0.0344 0.0 -0.1 0.0
C 3.7016 0.7381 -1.0736 0.0 0.0 0.0
C 2.5851 -1.0608 0.3061 0.0 0.0 0.0
C 2.5284 2.5549 1.4119 0.2 0.0 0.0
N 1.8358 3.1924 0.3680 -0.2 0.2 0.4
C 0.5348 3.2213 0.3486 0.1 -0.9 0.1
O -0.1413 3.9297 -0.4528 -0.4 0.1 -0.2
C -0.2336 2.0627 1.0322 0.4 -0.1 0.7
C -0.1165 1.6011 2.3374 -0.1 0.1 0.0
C -0.6648 0.3577 2.6409 0.0 0.0 0.0
C -1.2465 -0.4244 1.6552 0.0 -0.1 -0.2
C -1.3295 0.1009 0.3663 -0.1 -0.1 0.5
N -0.8845 1.3227 0.1429 0.3 0.5 -0.9
C -1.8690 -0.6334 -0.8623 0.3 0.2 0.9
O -2.1760 0.1033 -1.8480 0.1 0.2 -0.3
N -1.8770 -1.9171 -0.6994 -0.1 0.0 -0.5
C -2.4255 -2.7257 -1.7151 -0.1 0.0 0.1
C -1.8678 -2.9422 -2.9866 0.0 0.0 0.0
C -2.5164 -3.8373 -3.8416 0.0 0.0 0.0
C -3.6753 -4.4959 -3.4909 0.0 0.0 -0.1
C -4.2226 -4.2751 -2.2357 0.0 0.0 0.0
C -3.6109 -3.4097 -1.3453 0.1 0.0 -0.1
C -4.1729 -3.1922 0.0462 0.0 0.0 0.0
C -3.4014 -4.0500 1.0554 0.0 0.0 0.0
C -5.6716 -3.4568 0.1598 0.0 0.0 0.0
C -0.6193 -2.2952 -3.5840 0.0 -0.1 0.0
C 0.5065 -1.9227 -2.6241 0.0 0.0 0.0
C -0.9912 -1.1403 -4.5194 0.0 0.1 0.0
H 1.8000 6.2182 4.1596 0.0 0.0 0.0
H 3.2854 5.3626 4.5497 0.0 0.0 0.0
H 1.7252 4.5697 4.7973 0.0 0.0 0.0
H 1.2957 4.7448 2.3163 0.0 0.0 0.0
H 4.2079 5.6224 2.1454 0.0 0.0 0.0
H 2.8107 6.6787 1.8930 0.0 0.0 0.0
H 3.1122 5.3290 0.7813 0.0 0.0 0.0
H 3.8026 3.2590 4.4847 0.0 0.0 0.0
H 4.6719 0.9739 4.2250 0.0 0.0 0.0
H 4.1614 -0.3132 2.1984 0.0 0.0 0.0
H 1.7088 0.7746 -0.3149 0.0 0.0 0.0
H 4.7118 0.4923 -0.7371 0.0 0.0 0.0
H 3.6819 1.7968 -1.3380 0.0 0.0 0.0
H 3.4890 0.1458 -1.9680 0.0 0.0 0.0
H 3.5707 -1.5127 0.4463 0.0 0.0 0.0
H 2.1095 -1.5693 -0.5324 0.0 0.0 0.0
H 1.9869 -1.2573 1.1977 0.0 0.0 0.0
H 0.4060 2.1702 3.0936 0.0 0.0 0.0
H -0.5939 -0.0181 3.6547 0.0 0.0 0.0
H -1.6126 -1.4237 1.8455 0.0 0.0 0.0
H -2.0854 -4.0103 -4.8230 0.0 0.0 0.0
H -4.1508 -5.1769 -4.1866 0.0 0.0 0.0
H -5.1351 -4.7844 -1.9524 0.0 0.0 0.0
H -3.9985 -2.1448 0.3021 0.0 0.0 0.0
H -3.5324 -5.1108 0.8258 0.0 0.0 0.0
H -3.7667 -3.8758 2.0718 0.0 0.0 0.0
H -2.3375 -3.8166 1.0163 0.0 0.0 0.0
H -5.9048 -4.5197 0.0585 0.0 0.0 0.0
H -6.2349 -2.9121 -0.5998 0.0 0.0 0.0
H -6.0292 -3.1405 1.1419 0.0 0.0 0.0
H -0.1925 -3.0745 -4.2248 0.0 0.0 0.0
H 0.2375 -1.1326 -1.9253 0.0 0.0 0.0
H 1.3737 -1.5864 -3.2015 0.0 0.0 0.0
H 0.8139 -2.7848 -2.0307 0.0 0.0 0.1
H -1.5653 -0.3788 -3.9938 0.0 0.0 0.0
H -1.6107 -1.4937 -5.3450 0.0 0.0 0.0
H -0.0947 -0.6877 -4.9535 0.0 0.0 0.0
Br -1.1546 3.4492 -5.1929 0.0 0.0 0.1
```
Forces are in eV/Å.

## Properties
Charge: -1
HOMO energy: -5.57 eV
E_LUMO: 2.423 eV
Energy above the lowest of the compared OMol25 structures with the same formula, charge and spin: 7.4 kcal per mole

Mulliken population analysis, charges in e, atoms 1 to 2: 1.71, -1.79

---

Density functional theory data (wB97M-V/def2-TZVPD) for a molecular structure, C31H37FeGeN4O3SSe.

The geometry in XYZ format:
```
79
Properties=species:S:1:pos:R:3:forces:R:3
Fe 0.0503 -0.9381 0.2092 0.0 0.3 -0.5
C -0.8762 -3.1556 5.8647 0.0 0.0 0.1
C -0.2406 -2.0892 5.2470 0.0 0.0 0.0
C -0.2630 -1.9760 3.8645 -0.1 -0.1 0.1
C -0.9267 -2.9253 3.1001 0.1 0.1 0.0
C -1.5732 -3.9955 3.7151 0.1 0.1 0.1
C -1.5394 -4.1049 5.0954 0.0 0.0 -0.1
N -0.9192 -2.7150 1.6829 -0.1 -0.1 0.0
N -1.5471 -3.5795 1.0519 0.0 0.1 -0.1
C -1.6351 -3.3721 -0.3560 -0.1 0.0 0.2
C -2.3530 -4.3637 -1.0261 0.0 0.1 -0.1
C -2.5569 -4.2353 -2.3888 0.0 0.0 0.1
C -2.0443 -3.1169 -3.0404 0.0 0.0 0.0
C -1.3280 -2.1520 -2.3418 0.1 0.0 0.0
C -1.0913 -2.2405 -0.9673 0.1 -0.2 0.1
H -0.8624 -3.2477 6.9438 0.0 0.0 0.0
H 0.2680 -1.3352 5.8349 0.0 0.0 0.0
H 0.2145 -1.1470 3.3689 0.0 0.0 0.0
H -2.0925 -4.7205 3.1066 0.0 0.0 0.0
H -2.0378 -4.9374 5.5772 0.0 0.0 0.0
H -2.7411 -5.2076 -0.4683 0.0 0.0 0.0
H -3.1080 -4.9891 -2.9380 0.0 0.0 0.0
H -2.1987 -3.0036 -4.1087 0.0 0.0 0.0
H -0.9241 -1.3010 -2.8799 0.0 0.0 0.0
C -2.9868 3.7527 4.3323 0.0 0.0 0.0
O -1.6142 3.7791 4.6721 0.0 -0.1 0.0
C -0.8003 2.9057 4.0178 0.0 0.1 0.0
C 0.5434 2.9047 4.4590 0.0 0.0 0.0
C 1.4211 2.0461 3.8679 0.0 0.0 0.0
C 1.0560 1.1579 2.8270 0.0 -0.1 0.0
C 1.9968 0.2061 2.2890 -0.1 0.2 -0.2
C 3.4130 0.0764 2.8016 0.0 0.0 0.0
O 1.7106 -0.5812 1.3746 0.2 -0.4 0.3
C -0.3030 1.1910 2.3540 0.0 0.1 -0.1
O -0.7640 0.4841 1.4007 0.0 -0.1 0.1
C -1.2089 2.0890 3.0020 0.0 0.0 0.0
H -3.4839 4.4256 5.0269 0.0 0.0 0.0
H -3.3995 2.7463 4.4361 0.0 0.0 0.0
H -3.1482 4.0994 3.3081 0.0 0.0 0.0
H 0.8388 3.5809 5.2485 0.0 0.0 0.0
H 2.4462 2.0604 4.2095 0.0 0.0 0.0
H 3.6579 0.6875 3.6633 0.0 0.0 0.0
H 4.0837 0.3250 1.9779 0.0 0.0 0.0
H 3.5772 -0.9728 3.0474 0.0 0.0 0.0
H -2.2201 2.0841 2.6202 0.0 0.0 0.0
C -2.1055 3.7266 -5.5511 0.0 0.0 0.0
Ge -1.2332 2.6242 -4.1623 0.0 0.0 -0.1
C 0.3960 3.5565 -3.6239 0.0 0.0 0.0
C -0.7890 0.8912 -4.9475 0.0 0.0 0.1
C -2.6076 2.4268 -2.7638 0.1 0.1 0.0
Se -2.0995 1.7526 -1.0044 -0.1 -0.1 0.0
C -0.8530 3.1531 -0.4762 0.0 0.0 -0.1
H -1.4338 3.8744 -6.3986 0.0 0.0 0.0
H -2.3680 4.7077 -5.1508 0.0 0.0 0.0
H -3.0180 3.2531 -5.9170 0.0 0.0 0.0
H 1.0475 3.6330 -4.4969 0.0 0.0 0.0
H 0.9242 2.9953 -2.8541 0.0 0.0 0.0
H 0.1821 4.5655 -3.2680 0.0 0.0 0.0
H -0.2914 1.0333 -5.9084 0.0 0.0 0.0
H -1.6853 0.2892 -5.1046 0.0 0.0 0.0
H -0.1153 0.3565 -4.2776 0.0 0.0 0.0
H -3.3274 1.6914 -3.1320 0.0 0.0 0.0
H -3.1496 3.3683 -2.6498 0.0 0.0 0.0
H -0.9848 4.0048 -1.1409 0.0 0.0 0.0
H 0.1666 2.7799 -0.5469 0.0 0.0 0.0
H -1.0776 3.4519 0.5449 0.0 0.0 0.0
C 4.1095 -3.7107 -2.1909 0.0 0.0 0.0
C 3.9798 -2.2271 -2.3864 0.1 0.0 0.0
C 4.9918 -1.4687 -2.9660 -0.1 0.0 0.0
C 4.7370 -0.1104 -3.0784 0.0 0.0 0.0
N 3.6182 0.4617 -2.6710 0.0 0.0 -0.1
C 2.6817 -0.3500 -2.1278 0.0 -0.1 0.1
S 1.1908 0.3630 -1.6377 -0.3 0.3 0.0
N 2.8453 -1.6801 -1.9760 0.0 0.0 0.1
H 5.0318 -4.0971 -2.6250 0.0 0.0 0.0
H 3.2565 -4.2160 -2.6435 0.0 0.0 0.0
H 4.0924 -3.9438 -1.1253 0.0 0.0 0.0
H 5.9195 -1.9083 -3.3050 0.0 0.0 0.0
H 5.4780 0.5528 -3.5198 0.0 0.0 0.0
```
Forces are in eV/Å.

## Properties
Charge: -1
HOMO energy (alpha / beta): -4.21 / -4.46 eV
E_LUMO (alpha / beta): 2.323 / 2.289 eV
Expectation value of S²: 6.02
2S+1: 5

Mulliken population analysis, charges in e, atoms 1 to 2: 0.46, -0.47